Record 1
The following is a DFT calculation (ωB97M-V/def2-TZVPD) of C25H34AsBrFeNO12S as an isolated structure.

## Properties
* ⟨S²⟩: 1.069
* frontier orbital gap (alpha / beta): 8.4 / 8.5 eV
* DFT total energy: -228639.8540 eV
* multiplicity: 2
* maximum force: 0.65 eV/A
* LUMO level (alpha / beta): -0.031 / -0.026 Eh

Positions of all 76 atoms, in Å:
Br 1.300 6.535 -3.726
As -0.175 -2.382 3.041
Fe -0.289 0.263 1.116
S -2.856 -1.797 0.858
O 2.504 -0.599 0.678
O 1.280 1.964 -0.850
O -3.596 -2.052 2.060
O 0.304 -0.890 2.399
O 1.434 1.612 1.873
O -0.732 1.803 0.147
O -1.174 1.356 2.598
O -2.024 -0.554 1.066
O 1.398 -3.078 3.441
O -1.089 -2.374 4.382
O 0.148 -0.703 -0.565
O -3.586 -1.735 -0.379
N -1.493 -0.550 -2.178
C -1.487 4.300 -0.737
C -1.038 6.203 -2.141
C -0.271 3.739 -1.109
C 0.124 -2.324 -2.287
C 0.070 -4.636 1.330
C -1.259 -5.187 -0.588
C 1.032 -1.697 -3.369
C -1.272 0.733 -2.870
C -0.687 -3.488 1.544
C 0.375 -0.650 -4.288
C 0.566 4.404 -1.998
C 0.177 2.400 -0.579
C 0.049 0.710 -3.645
C -0.450 -1.151 -1.550
C 0.170 5.626 -2.505
C -1.837 0.669 3.686
C -0.388 2.457 3.042
C 2.856 1.407 1.769
C -0.212 -5.483 0.268
C -2.013 -4.041 -0.388
C -1.864 5.531 -1.252
C 1.035 1.997 3.184
C 3.207 -0.061 1.757
C 2.785 -1.960 0.460
C -1.732 -3.184 0.668
H -1.496 -5.845 -1.414
H 0.866 1.001 -2.981
H -2.478 1.395 4.187
H -2.132 3.759 -0.058
H -2.433 -0.128 3.260
H -2.809 5.973 -0.966
H 1.663 2.816 3.545
H 2.123 -2.302 -0.331
H -2.121 0.846 -3.544
H 1.424 -2.508 -3.986
H -1.330 1.551 -2.163
H 0.885 -4.866 2.001
H -2.842 -3.800 -1.039
H 2.603 -2.551 1.363
H -1.948 -1.204 -2.797
H -1.109 0.247 4.377
H 3.166 1.873 0.835
H -1.326 7.162 -2.550
H -0.523 -1.072 -4.755
H 1.407 -3.234 4.393
H 3.342 1.908 2.609
H 4.293 -0.168 1.618
H 1.508 3.952 -2.273
H 1.888 -1.236 -2.867
H 1.074 -0.473 -5.108
H 1.112 1.145 3.867
H -0.004 1.470 -4.428
H -0.782 2.846 3.981
H -0.460 3.226 2.271
H 0.691 -2.975 -1.624
H 3.828 -2.099 0.149
H -0.673 -2.909 -2.750
H 0.383 -6.375 0.122
H 2.922 -0.556 2.695

---

Record 2
The following is a DFT calculation (ωB97M-V/def2-TZVPD) of C25H34BBeCl3CsF3NO19P as an isolated structure in a non-equilibrium geometry.

## Properties
* frontier orbital gap: 1.5 eV
* DFT total energy: -123497.3190 eV
* maximum force: 6.86 eV/A
* LUMO level: -0.168 Eh

Positions of all 89 atoms, in Å:
Cs -2.778 2.288 0.628
Cl 0.738 -2.484 -7.980
Cl 3.384 -3.730 -7.609
Cl -0.151 -2.296 5.668
P 2.674 -2.498 2.632
F -5.945 -1.086 1.539
F -6.098 9.984 0.056
F -7.321 8.724 -1.375
O 3.722 -3.504 1.959
O 2.332 1.269 3.864
O -6.413 7.691 0.554
O -5.191 5.894 1.150
O 2.242 -3.259 3.910
O 1.744 -1.931 -2.686
O 1.600 -0.671 -0.104
O -2.181 -2.051 -5.731
O -4.307 5.525 -2.023
O 0.748 -3.721 1.369
O 0.245 -2.580 -0.470
O 0.351 -3.107 -3.988
O -0.571 -4.670 -0.204
O 0.819 6.421 2.843
O 2.825 2.384 1.512
O 0.423 5.342 5.187
O -3.552 6.629 -1.128
O 3.295 -1.184 2.929
O -4.998 8.328 -1.247
N 6.479 -1.639 3.785
C 1.959 2.525 3.683
C -5.428 6.854 0.481
C -1.803 -3.306 3.066
C -2.405 -2.487 -7.066
C 1.230 -2.373 1.537
C 0.291 -1.409 2.279
C 1.232 5.180 3.007
C -3.559 -1.147 0.520
C 2.291 -3.102 -2.075
C 0.963 4.609 4.381
C 0.583 -2.099 -3.375
C -4.539 7.271 -0.724
C -1.375 -0.281 0.896
C 2.256 3.105 2.313
C -0.288 -0.904 -3.300
C 1.355 3.240 4.645
C -3.258 -2.153 1.407
C 2.613 -2.786 -0.628
C 1.842 4.469 2.045
C -2.629 -0.173 0.258
C 1.468 -2.025 0.061
C -1.105 -1.325 1.725
C -2.071 -2.261 2.026
C 0.065 -3.756 0.197
C 2.052 -2.814 -6.854
B -6.278 8.760 -0.507
Be 5.349 -3.272 -9.616
H -1.052 -2.850 3.742
H -2.826 0.653 -0.424
H -2.701 -3.471 3.647
H 1.657 -3.396 -6.029
H 3.216 -3.364 -2.581
H 0.780 -0.451 2.125
H 4.329 -3.813 2.643
H 7.003 -2.500 3.626
H -2.237 -2.823 -5.159
H 0.272 -1.577 3.358
H -3.949 6.349 -2.403
H 2.210 -2.667 4.690
H -1.654 -3.222 -7.349
H -4.012 -2.894 1.608
H 5.493 -1.766 3.528
H 2.037 4.879 1.064
H -0.683 -0.777 -2.299
H 2.226 -0.492 -0.814
H 2.451 -1.871 -6.502
H 2.830 -3.720 -0.130
H 3.532 -2.207 -0.574
H 0.332 -0.046 -3.550
H 6.534 -1.382 4.773
H 2.737 0.929 3.041
H -1.052 -0.974 -4.058
H -2.320 -1.615 -7.711
H -4.519 -1.155 0.032
H 0.414 6.697 3.691
H 1.141 2.831 5.623
H 1.638 -3.961 -2.158
H -1.405 -4.234 2.675
H -0.586 0.442 0.709
H -3.399 -2.924 -7.193
H 6.869 -0.889 3.213

---

Record 3
The following is a DFT calculation (ωB97M-V/def2-TZVPD) of C25H34Br51NO4 as an isolated structure in a non-equilibrium geometry.

## Properties
* frontier orbital gap: 9.3 eV
* DFT total energy: -3608317.8210 eV
* maximum force: 5.20 eV/A
* LUMO level: -0.013 Eh

Positions of all 115 atoms, in Å:
Br -7.070 -4.604 1.435
Br -5.432 0.333 -0.338
Br 2.162 -4.649 4.291
Br -11.121 4.195 -0.154
Br -8.256 3.014 -0.899
Br 11.537 0.678 0.781
Br -2.746 2.603 -0.378
Br 2.240 2.297 -5.187
Br -7.946 2.332 -4.733
Br -4.041 9.716 -5.423
Br -5.760 1.165 5.923
Br -8.727 5.362 -4.075
Br 3.575 -0.491 -4.394
Br 1.692 1.025 -2.318
Br -1.796 5.590 -0.962
Br 1.258 -2.512 2.099
Br -5.824 2.736 3.144
Br 14.527 7.133 -0.736
Br 10.153 3.436 1.581
Br 7.686 -0.732 2.874
Br -7.208 -2.921 -1.262
Br -4.194 -3.337 4.368
Br -3.179 -4.232 -5.506
Br -6.387 9.477 -3.274
Br -5.760 4.641 -5.000
Br 1.809 5.594 9.013
Br -2.085 6.390 3.695
Br -0.795 -4.719 3.109
Br -4.161 7.207 -3.462
Br 7.414 1.027 0.238
Br 3.742 -7.753 6.170
Br -0.910 6.022 7.404
Br 0.789 -7.230 7.254
Br -0.047 8.316 2.178
Br 16.003 8.704 1.614
Br -2.994 -1.661 1.936
Br 0.452 5.167 2.211
Br -10.871 1.277 -1.426
Br -4.286 -1.488 -6.709
Br 1.819 7.306 6.328
Br -5.974 -1.139 2.902
Br 4.830 -0.356 1.524
Br -9.872 -4.154 -0.022
Br -1.125 3.253 -3.033
Br 12.927 3.446 0.013
Br -8.520 1.546 4.368
Br 13.165 7.342 2.137
Br -3.531 -1.072 -2.492
Br -1.317 -2.442 -7.378
Br -4.911 1.721 -3.175
Br 1.699 -10.183 6.463
O 2.744 -5.579 -0.800
O 5.013 -5.353 -1.116
O -1.486 -3.305 -2.192
O 1.396 -6.128 -2.446
N 0.670 -4.746 -0.852
C 5.564 -4.366 -1.990
C 1.896 -8.302 6.097
C -6.792 2.303 4.755
C -8.133 -3.416 0.353
C 3.835 -5.886 -1.656
C -0.257 6.679 3.171
C -10.126 3.053 -1.344
C 6.547 0.443 1.856
C -7.630 4.188 -5.144
C 6.872 -3.795 -1.402
C -3.065 -4.350 -0.670
C -5.072 0.058 -2.212
C 0.800 6.778 7.877
C -5.180 8.520 -4.431
C 6.733 -2.287 -1.140
C 0.706 -3.611 3.581
C 11.261 2.523 0.297
C -1.625 -3.930 -0.919
C -1.404 3.719 -1.187
C -4.204 -1.651 3.435
C -2.735 -2.441 -6.075
C 14.825 7.247 1.164
C 2.052 0.668 -4.175
C -0.719 -5.181 -0.949
C 1.575 -5.558 -1.456
H 0.604 7.675 8.446
H 7.643 -3.933 -2.149
H -2.143 -3.672 -2.794
H -3.321 -5.240 -1.233
H -0.929 -5.673 -1.887
H -0.475 3.524 -0.667
H 1.193 0.144 -4.571
H 15.318 6.334 1.465
H 7.138 -4.344 -0.510
H 6.377 1.323 2.460
H -3.847 -0.899 4.126
H 5.750 -2.000 -0.798
H -7.919 4.339 -6.174
H -6.959 3.230 5.284
H 0.321 6.779 4.078
H -8.285 -2.510 0.924
H -2.369 -1.912 -5.206
H 3.943 -6.962 -1.731
H 3.701 -5.488 -2.653
H 6.955 -1.770 -2.066
H -1.219 -3.282 -0.150
H 0.378 -2.944 4.365
H -3.202 -4.544 0.387
H 7.485 -1.978 -0.425
H 5.785 -4.778 -2.972
H -5.785 7.984 -5.150
H 0.940 -4.553 0.104
H -3.718 -3.538 -0.962
H -10.207 3.478 -2.336
H 4.840 -3.557 -2.043
H 1.554 -8.136 5.085
H -1.031 -5.838 -0.135
H 10.729 2.529 -0.644
H -5.928 -0.463 -2.619

---

Record 4
The following is a DFT calculation (ωB97M-V/def2-TZVPD) of C25H34IrN7O4S3 as an isolated structure.

## Properties
* net charge: +1
* ⟨S²⟩: 0.773
* frontier orbital gap (alpha / beta): 5.7 / 5.1 eV
* DFT total energy: -80434.8006 eV
* multiplicity: 2
* maximum force: 0.75 eV/A
* LUMO level (alpha / beta): -0.150 / -0.171 Eh
* ΔE to the lowest compared entry with this formula, charge and spin: 19.82 kcal per mole

Positions of all 74 atoms, in Å:
Ir -0.685 -0.083 0.873
S -2.893 -0.139 1.061
S -0.815 0.460 3.094
S -4.941 -0.057 -0.154
O 1.398 -0.131 1.295
O -4.946 -1.370 -0.734
O -4.825 1.049 -1.061
O -5.682 0.144 1.049
N 0.076 -3.584 0.327
N -0.074 3.425 0.443
N 1.778 0.104 2.554
N -1.857 -3.010 -0.800
N -1.943 2.803 -0.784
N -0.206 1.279 -0.561
N -0.161 -1.428 -0.610
C 0.986 1.224 -1.307
C 1.335 0.632 4.807
C -0.243 4.867 0.287
C -0.745 2.522 -0.282
C 1.527 2.394 -1.804
C -2.910 3.674 -0.107
C -2.402 2.083 -1.978
C -0.648 -2.684 -0.345
C 3.108 0.052 2.796
C 3.319 1.228 -2.883
C 3.582 0.274 4.058
C 2.700 2.398 -2.576
C 1.243 -3.214 1.110
C 1.537 -2.447 -1.975
C 1.096 3.068 1.226
C 0.871 0.394 3.508
C 0.997 -1.316 -1.391
C -0.085 -5.024 0.153
C -2.783 -3.867 -0.058
C 2.704 -2.392 -2.751
C 2.750 -0.003 -2.479
C -2.396 -2.278 -1.949
C 3.321 -1.201 -2.971
C 2.678 0.566 5.084
C 1.577 -0.033 -1.674
H 1.997 3.445 0.737
H 3.035 0.746 6.089
H 3.711 -0.178 1.931
H 3.101 -3.306 -3.173
H -2.979 -4.803 -0.584
H 1.172 1.992 1.300
H 4.220 -1.139 -3.569
H -2.413 1.011 -1.806
H -0.729 5.311 1.156
H -0.497 -5.489 1.050
H 0.751 5.306 0.182
H -3.274 -2.811 -2.300
H -1.744 2.308 -2.818
H -0.725 -5.239 -0.694
H 1.178 -3.690 2.089
H 0.901 -5.451 -0.037
H -2.377 -4.081 0.928
H 2.148 -3.559 0.605
H 1.040 3.341 -1.619
H -3.867 3.160 -0.104
H -2.700 -1.271 -1.673
H 4.645 0.220 4.238
H -0.811 5.094 -0.606
H 0.607 0.861 5.571
H 3.096 3.341 -2.927
H -3.410 2.410 -2.201
H -3.719 -3.327 0.058
H -1.650 -2.235 -2.740
H 1.010 3.514 2.218
H -2.597 3.833 0.921
H 1.054 -3.405 -1.843
H -3.026 4.635 -0.609
H 1.292 -2.135 1.223
H 4.219 1.213 -3.484

---

Record 5
The following is a DFT calculation (ωB97M-V/def2-TZVPD) of C25H34N2O4 as an isolated structure in a non-equilibrium geometry.

## Properties
* frontier orbital gap: 8.6 eV
* DFT total energy: -37624.1732 eV
* maximum force: 15.23 eV/A
* LUMO level: 0.017 Eh
* ΔE to the lowest compared entry with this formula, charge and spin: 561.51 kcal per mole

Positions of all 65 atoms, in Å:
O -1.248 2.735 -2.529
O 0.234 -1.752 1.754
O 1.699 -0.041 7.384
O 5.098 -0.570 6.434
N 1.089 -1.294 5.522
N -1.476 0.846 -3.960
C -3.321 1.588 -5.448
C -1.561 -0.144 0.840
C -2.757 2.195 -7.792
C 1.480 -2.450 4.470
C 4.516 0.849 5.877
C 4.350 -0.969 7.384
C 3.193 -1.827 6.541
C -0.482 -1.519 3.102
C -0.800 0.763 -1.451
C -0.864 1.417 -6.359
C 0.694 -1.530 -4.958
C -1.679 -0.607 -4.162
C -0.176 -0.654 5.189
C -0.204 -0.857 0.691
C -1.120 2.425 -7.542
C 2.057 -1.133 6.438
C 0.596 -0.994 -0.357
C -0.173 -2.827 3.844
C 0.258 -0.294 -1.521
C -1.755 0.486 -0.311
C -3.572 2.638 -6.400
C -1.083 1.370 -2.818
C -1.783 1.718 -5.217
C -0.165 -0.222 3.723
C -0.343 -1.133 -4.666
H -1.724 -0.959 -2.909
H 0.036 1.669 -6.044
H 1.714 -1.960 -5.331
H -2.357 -0.898 -4.798
H -1.577 2.802 -4.755
H 2.033 -2.151 3.755
H -1.515 -1.781 2.905
H -3.289 3.770 -6.264
H -0.580 2.109 -8.167
H -4.602 2.747 -6.925
H -3.916 1.836 -4.573
H 3.737 -2.191 5.476
H 3.973 0.643 5.134
H -1.097 0.270 -6.712
H -2.869 1.270 -8.167
H -1.016 -1.052 5.882
H -1.205 0.535 3.892
H 3.030 -2.777 6.981
H 1.629 -1.426 -0.345
H 3.948 -0.427 8.035
H -1.026 3.332 -7.053
H 0.122 0.536 5.757
H -2.433 1.178 -0.517
H -3.009 3.223 -8.514
H -0.759 -2.886 4.636
H 4.999 -1.901 7.721
H -3.660 0.564 -5.940
H 0.631 0.264 3.410
H 0.220 -3.809 3.059
H 5.377 1.561 5.578
H 1.817 -3.324 5.018
H 0.889 -0.292 -2.281
H 3.922 1.345 6.760
H -2.144 -0.035 1.595

---

Record 6
The following is a DFT calculation (ωB97M-V/def2-TZVPD) of a 2-piece molecular cluster, C25H34N3 overall in a non-equilibrium geometry.

## Properties
* net charge: +1
* frontier orbital gap: 5.4 eV
* DFT total energy: -30941.3329 eV
* maximum force: 1.58 eV/A
* LUMO level: -0.170 Eh
* ΔE to the lowest compared entry with this formula, charge and spin: 0.00 kcal per mole

Positions of all 62 atoms, in Å:
N -1.952 -2.991 -1.967
N -0.034 -1.089 -2.956
N 2.843 1.809 1.691
C -0.111 -0.240 1.569
C -0.891 -1.829 -3.809
C 2.765 -1.532 0.501
C -1.247 -3.192 -3.232
C 0.631 2.231 1.556
C 2.706 -1.409 3.030
C -0.465 3.070 1.372
C 1.029 -0.392 -3.599
C 0.844 0.771 1.623
C -0.274 4.460 1.357
C 1.011 5.026 1.430
C -4.319 0.420 1.759
C -2.110 0.786 2.679
C 3.075 -0.682 1.737
C -5.778 0.745 1.747
C 0.812 -0.681 -5.107
C -2.410 -0.719 0.793
C -3.769 -0.446 0.809
C 2.132 4.196 1.549
C 2.262 0.598 1.687
C -0.133 -1.893 -5.149
C -3.481 1.000 2.718
C 4.575 -0.360 1.743
C -1.528 -0.042 1.679
C 1.900 2.827 1.616
H -0.819 -1.886 -5.998
H 1.042 0.692 -3.389
H 3.280 -2.340 3.121
H -2.001 -1.427 0.064
H 0.458 -2.818 -5.169
H -2.848 -2.554 -2.173
H -6.226 0.548 2.727
H 5.139 -1.301 1.784
H 0.229 -1.269 1.462
H 0.314 0.182 -5.562
H 1.748 -0.878 -5.631
H -0.312 -3.736 -3.045
H -4.436 -0.911 0.081
H 3.387 -2.439 0.505
H 4.865 0.228 2.623
H -5.943 1.805 1.519
H 4.883 0.159 0.826
H -1.839 -3.756 -3.970
H -3.910 1.647 3.485
H -2.163 -3.894 -1.547
H 3.151 4.576 1.593
H 2.012 -0.784 -3.277
H -1.834 -1.269 -3.970
H -6.301 0.149 0.995
H 1.717 -1.841 0.455
H -0.161 -1.076 -1.955
H -1.461 1.261 3.421
H 2.941 -0.771 3.894
H 1.636 -1.644 3.069
H 2.987 -0.968 -0.416
H -1.455 2.643 1.238
H 1.143 6.108 1.390
H -1.142 5.117 1.287
H 3.837 2.008 1.740